1.
Density functional theory data (the ωB97M-V functional and the def2-TZVPD basis) for the ion C6H11ClN3OS with charge +1 in a non-equilibrium geometry.

Geometry as XYZ:
```
23
Properties=species:S:1:pos:R:3:forces:R:3:mulliken_charge:R:1
C -3.95982 -1.05233 -1.00055 -0.858 -0.469 -0.060 -0.85
C -2.88684 -0.33896 -0.76899 0.153 -1.105 0.868 -0.16
C 2.84785 0.81841 -0.60940 0.432 -0.305 0.449 0.48
C -1.84838 -0.83597 0.18497 0.837 3.398 -1.778 -0.09
C 0.58802 0.35241 0.12005 -0.993 -1.807 0.077 -0.46
C 4.31920 0.41751 -0.38680 -2.032 -0.648 -1.158 -0.30
N -0.16942 0.61951 1.29936 0.269 1.199 2.656 -0.45
N 1.98850 0.23059 0.32211 -2.048 0.888 -0.660 -0.21
N -1.56095 0.48991 1.14919 0.837 -4.614 1.712 -0.10
O 2.52485 1.59638 -1.47326 -0.126 -0.462 0.739 -0.54
S -0.20566 -1.27624 -0.46662 -0.249 -0.019 0.193 -0.06
Cl 4.48802 -1.18404 0.39700 0.239 -0.011 -0.574 -0.20
H -4.72176 -0.52250 -1.56039 -0.280 -0.757 -0.193 0.26
H -4.08419 -2.07663 -0.63019 -0.245 0.470 -0.206 0.28
H -2.92921 0.61590 -1.20190 0.892 1.426 -0.393 0.34
H -2.30558 -1.54430 0.77235 -0.492 -1.855 1.568 0.55
H 0.28053 1.06387 -0.56781 0.299 1.495 -1.651 0.50
H 4.63470 0.49991 -1.43600 1.098 -0.306 0.752 0.35
H 4.69479 1.06944 0.34782 0.953 1.218 0.268 0.28
H 0.05212 -0.03547 2.01255 0.731 -0.491 0.851 0.30
H 2.23328 -0.66242 0.69227 0.730 -0.450 0.345 0.37
H -1.85579 1.28079 0.73901 -1.662 3.533 -2.528 0.33
H -2.12424 0.47421 2.06520 1.513 -0.326 -1.275 0.38
```
Forces are in eV/Å.

Highest occupied orbital energy, eV: -13.43
HOMO-LUMO gap, eV: 9.90
Electronic energy, eV: -36266.563
Multiplicity: 1
SMILES: C=C[C@@H]1[NH2+]N[C@@H](NC(=O)CCl)S1
Net charge: +1
Energy above the lowest of the compared OMol25 structures with the same formula, charge and spin, kcal/mol: 0.0

=====

2.
Density functional theory data (the ωB97M-V functional and the def2-TZVPD basis) for a structure of composition C35H33AgN6O9.

Geometry as XYZ:
```
84
Properties=species:S:1:pos:R:3:forces:R:3:mulliken_charge:R:1
Ag -0.20104 -0.47042 0.01679 0.424 -0.538 -0.649 0.02
C -0.16074 7.75427 2.01989 0.034 -0.019 -0.066 -1.05
O 0.46876 6.50747 1.83448 0.034 -0.015 -0.012 -0.38
C 1.39598 6.40689 0.82965 -0.047 0.049 0.037 0.98
C 1.96488 7.48815 0.18477 0.017 -0.065 -0.002 -0.51
C 2.88931 7.27797 -0.83934 -0.025 0.003 0.029 -0.68
C 3.21194 5.98745 -1.20776 -0.023 -0.028 0.024 -1.17
C 2.63520 4.89566 -0.56234 0.038 0.014 -0.022 -0.13
C 1.73215 5.08447 0.47530 -0.102 0.039 0.083 0.07
N 1.10842 4.06457 1.19908 0.058 0.063 -0.020 -0.10
C 0.99322 2.75316 0.65065 0.208 -0.125 -0.014 -0.89
N 2.19199 2.11299 0.66437 -0.064 -0.033 -0.101 0.22
C 2.69032 1.02342 -0.12483 -0.062 0.194 0.116 1.21
C 1.91282 -0.03252 -0.58980 -0.324 0.215 0.278 -1.50
C 2.61251 -0.99874 -1.33231 -0.061 -0.101 -0.074 -0.35
C 3.97204 -0.93654 -1.58807 0.003 0.113 0.070 -0.97
C 4.72570 0.12563 -1.08705 -0.076 -0.017 -0.027 -0.42
C 4.07291 1.10065 -0.35503 0.156 -0.002 -0.019 0.99
O 4.74007 2.18176 0.21994 -0.016 0.017 -0.075 -0.38
C 5.95001 2.57270 -0.37943 -0.032 -0.057 -0.002 -1.08
N -0.11078 2.26622 0.23496 -0.148 0.144 0.069 0.79
C -1.25706 3.07280 0.30064 0.008 -0.009 -0.105 -0.31
C -1.85580 3.36322 1.52677 0.009 -0.035 0.088 0.50
C -2.95658 4.19919 1.63006 -0.011 0.001 -0.138 -1.30
C -3.48856 4.76411 0.47938 0.013 -0.009 0.054 -0.83
C -2.94040 4.44512 -0.75401 0.025 -0.092 0.020 -0.63
C -1.85547 3.58280 -0.86194 -0.112 -0.003 0.015 0.37
O -1.40504 3.31302 -2.12061 0.200 0.028 -0.007 -0.58
C -1.22203 1.92056 -2.45036 -0.270 0.024 0.094 -0.57
H -0.95678 7.59328 2.74223 0.005 -0.021 0.010 0.27
H -0.59174 8.11638 1.08220 -0.002 0.015 0.004 0.43
H 0.53821 8.50095 2.40974 -0.008 0.015 0.009 0.34
H 1.69217 8.49454 0.46858 -0.006 0.024 -0.002 0.37
H 3.33268 8.12636 -1.34419 0.007 0.005 -0.008 0.36
H 3.91027 5.80945 -2.01526 0.010 -0.006 -0.013 0.39
H 2.88248 3.89172 -0.87622 0.011 -0.011 -0.008 0.42
H 0.24823 4.38610 1.62403 0.049 -0.009 -0.041 0.61
H 2.91311 2.65784 1.10770 0.008 -0.057 -0.013 0.45
H 2.05833 -1.85777 -1.70082 0.011 -0.011 0.000 0.37
H 4.46309 -1.71812 -2.15816 0.015 -0.013 -0.010 0.36
H 5.79228 0.17716 -1.25826 0.025 0.002 -0.005 0.29
H 6.76021 1.86787 -0.16696 0.009 -0.013 0.010 0.33
H 6.21139 3.54425 0.03815 -0.019 0.008 0.009 0.28
H 5.83808 2.65745 -1.46550 0.019 0.011 0.001 0.44
H -1.43198 2.90032 2.41253 -0.006 0.018 0.010 0.69
H -3.40306 4.38681 2.59761 -0.012 0.013 0.024 0.48
H -4.35341 5.41352 0.53329 -0.007 0.008 0.007 0.38
H -3.36204 4.82895 -1.67437 -0.016 0.014 -0.004 0.44
H -1.34595 1.86303 -3.53100 0.033 -0.015 -0.016 0.30
H -1.98654 1.31834 -1.95134 0.076 -0.013 -0.015 0.24
H -0.24021 1.55867 -2.15651 0.085 0.031 0.031 0.09
O -4.66840 0.58618 0.91862 -0.003 -0.025 -0.089 -0.83
C -3.46527 0.28954 0.97121 -0.040 -0.008 0.225 -0.17
O -2.61395 0.21840 0.06207 0.150 0.114 -0.079 -0.27
C -2.95184 -0.03554 2.39711 -0.077 -0.048 0.049 0.69
C -1.59800 -0.04716 2.71181 -0.246 0.022 -0.285 2.21
C -1.20871 -0.31230 4.00679 0.643 -0.027 0.313 -0.66
C -2.09495 -0.61183 5.02029 0.018 0.029 -0.038 -0.56
C -3.42988 -0.60297 4.67094 -0.354 -0.088 0.402 -0.21
C -3.87771 -0.30545 3.39805 0.049 0.042 -0.136 -0.37
N -4.42581 -0.90628 5.73787 0.284 0.054 -0.329 1.04
O -5.60421 -0.88180 5.43890 0.155 -0.020 0.157 -0.63
O -4.00068 -1.16226 6.85284 -0.171 0.036 -0.105 -0.66
N 0.24577 -0.24951 4.35796 -0.424 0.077 -0.177 1.09
O 1.02168 0.05178 3.47789 -0.091 -0.080 0.269 -0.57
O 0.55076 -0.47794 5.51947 0.067 0.001 -0.206 -0.70
H -0.87499 0.15971 1.92686 0.055 0.133 0.273 -1.55
H -1.76298 -0.82644 6.02200 0.002 -0.007 -0.007 0.61
H -4.92793 -0.26786 3.15119 -0.021 -0.009 0.004 0.59
C 1.35788 -3.24376 1.48068 0.005 0.037 0.013 -0.87
C 0.15464 -3.67324 0.69174 0.154 0.044 0.149 -0.10
C -0.35701 -4.95084 0.52134 -0.091 0.040 -0.108 -0.77
C -1.47764 -4.80971 -0.34456 0.124 0.042 0.088 -0.64
C -1.57306 -3.45448 -0.62804 -0.081 -0.022 -0.114 0.04
C -2.59023 -2.74978 -1.47464 -0.038 0.056 -0.043 -1.07
N -0.58052 -2.76437 -0.00462 -0.198 0.064 0.117 0.86
H 1.41070 -3.75838 2.44490 0.010 -0.014 0.007 0.37
H 1.32812 -2.16662 1.67106 -0.031 -0.062 -0.002 -0.08
H 2.29958 -3.43421 0.95355 -0.007 -0.009 -0.016 0.17
H 0.03471 -5.86114 0.95608 0.001 -0.026 0.009 0.43
H -2.13582 -5.58811 -0.70719 -0.018 -0.027 -0.005 0.41
H -2.75821 -3.27900 -2.41856 -0.009 -0.002 -0.001 0.37
H -2.26221 -1.73335 -1.70257 0.030 -0.049 0.009 0.01
H -3.56016 -2.64485 -0.97853 0.012 -0.018 0.035 0.20
```
Forces are in eV/Å.

Highest occupied orbital energy, eV: -1.07
HOMO-LUMO gap, eV: 4.84
Electronic energy, eV: -68192.924
Multiplicity: 1
Net charge: -2
Energy above the lowest of the compared OMol25 structures with the same formula, charge and spin, kcal/mol: 10.1